# 1
The following is a quantum chemistry calculation of a structure of composition C2HFO2Y at a distorted geometry, from OMol25.

```
7
C2HFO2Y (the ωB97M-V functional and the def2-TZVPD basis)
C 0.1842 0.4270 -0.6309
C -0.7537 0.5374 0.1362
O 1.2395 0.2672 -1.3978
H 1.8119 -0.5878 -1.1151
Y -3.2789 0.4516 2.6850
O -1.6925 0.5465 1.0122
F 2.4894 -1.6419 -0.6896
```

- frontier orbital gap (alpha / beta) (eV) = 4.684 / 3.785
- LUMO energy (alpha / beta) (eV) = -2.617 / -3.454
- spin multiplicity = 2
- HOMO level (alpha / beta) (eV) = -7.3 / -7.2

# 2
The following is a quantum chemistry calculation of a structure of composition C14H23N5NiO4PS2Te, from OMol25.

```
51
C14H23N5NiO4PS2Te (the ωB97M-V functional and the def2-TZVPD basis)
Ni 1.0876 -0.1185 0.1033
N 5.3215 0.1826 1.2170
C 3.9967 -0.0953 0.9155
S 2.9929 1.2580 0.5625
N 3.6715 -1.3525 0.9740
N 2.3382 -1.6005 0.7176
C 1.9547 -2.7808 1.0274
C 0.6328 -3.3401 0.8296
C 0.4695 -4.6840 1.1927
C -0.7061 -5.3757 0.9867
C -1.7585 -4.7039 0.3585
C -1.6371 -3.3843 -0.0046
C -0.4600 -2.6246 0.2486
O -0.4368 -1.3804 -0.0724
H 5.6598 1.0400 0.8120
H 5.9294 -0.6148 1.1057
H 2.7048 -3.4432 1.4609
H 1.3181 -5.1899 1.6425
H -0.7986 -6.4143 1.2752
H -2.6830 -5.2302 0.1443
H -2.4433 -2.8732 -0.5175
C -3.0876 -1.5876 2.4700
N -1.7527 -1.1965 2.8719
C -1.1925 -0.0289 2.5077
N -2.0052 0.8846 1.9263
S 0.4306 0.2997 2.8037
H -3.3094 -2.5633 2.8953
H -3.1752 -1.6612 1.3846
H -3.8181 -0.8707 2.8503
H -1.0837 -1.9193 3.0830
H -2.7548 0.5103 1.3612
H -1.4692 1.5769 1.4087
C -2.2567 2.8166 -4.6152
C -0.9013 2.6990 -3.9580
O -1.0995 2.3251 -2.5945
P 0.1718 1.8542 -1.7180
O -0.3495 1.5044 -0.3545
Te 1.3732 0.0843 -2.6898
O 1.0932 3.1699 -1.6708
C 0.6314 4.2859 -0.8914
C 1.2247 4.2474 0.4976
H -2.1427 3.1176 -5.6581
H -2.8719 3.5586 -4.1056
H -2.7746 1.8584 -4.5849
H -0.3564 3.6472 -3.9935
H -0.2899 1.9371 -4.4512
H -0.4614 4.2837 -0.8562
H 0.9518 5.1744 -1.4392
H 0.9519 3.3246 1.0103
H 0.8565 5.0964 1.0781
H 2.3128 4.2968 0.4530
```

- frontier orbital gap (alpha / beta) (eV) = 6.668 / 6.665
- LUMO energy (alpha / beta) (eV) = 2.678 / 2.656
- spin multiplicity = 3
- HOMO level (alpha / beta) (eV) = -4.0 / -4.0
- net charge = -1

# 3
The following is a quantum chemistry calculation of a cluster of 2 separate species, C3H11NO2 in total at a distorted geometry, from OMol25.

```
17
C3H11NO2 (the ωB97M-V functional and the def2-TZVPD basis)
N 1.8550 -0.0054 2.0505
C 0.9006 -0.8036 1.2703
C 0.0287 0.1427 0.4222
C -1.2704 -0.5831 0.0644
O -2.1257 0.2343 -0.7483
H 2.4153 -0.6731 2.5990
H 2.6269 0.2326 1.4207
H 0.1579 -1.3011 1.9018
H 1.2917 -1.5703 0.5908
H -0.0762 1.0424 1.0414
H 0.3834 0.5248 -0.5566
H -1.0825 -1.5052 -0.5058
H -1.9179 -0.8613 0.8960
H -1.5951 0.5260 -1.5017
O -0.9084 1.4103 -2.9814
H -0.1149 0.8770 -3.0347
H -0.5684 2.3132 -2.9283
```

- frontier orbital gap (eV) = 10.093
- LUMO energy (eV) = 0.498
- HOMO level (eV) = -9.6
- SMILES = NCCCO.O

# 4
The following is a quantum chemistry calculation of a structure of composition C20H50AgCl2F2N7O12S2 at a distorted geometry, from OMol25.

```
96
C20H50AgCl2F2N7O12S2 (the ωB97M-V functional and the def2-TZVPD basis)
Ag 2.7293 0.6072 0.3207
N 0.6884 -0.0429 0.4227
S -0.5914 0.5294 1.0678
O -1.3650 -0.2931 2.0019
O -1.3430 1.5848 0.3631
F 0.2069 1.4962 2.1006
S -0.2373 -0.9575 -0.6331
O -0.9745 -0.2923 -1.6779
O -0.7861 -2.2201 -0.0981
F 1.0454 -1.4108 -1.5280
Cl -5.4764 -1.9627 -3.5139
C -4.1975 -0.9509 -4.1546
C -2.8316 -1.6117 -4.1836
Cl -2.7140 -2.6777 -5.6539
H -4.1517 -0.1153 -3.4561
H -4.5016 -0.5253 -5.1109
H -2.6059 -2.2968 -3.3664
H -2.0482 -0.8775 -4.3711
C 2.4651 -3.5165 -5.3897
C 1.6491 -2.4418 -6.0689
C 0.9858 -1.5264 -4.9875
O 2.6089 -1.8123 -6.8905
H 2.6626 -4.2605 -6.1614
H 1.8045 -3.9613 -4.6455
H 3.3208 -3.0469 -4.9045
H 0.7964 -2.8106 -6.6390
H 0.1930 -2.1771 -4.6186
H 0.5448 -0.6336 -5.4308
H 1.6519 -1.2825 -4.1599
H 3.2203 -2.4529 -7.2615
C 2.2015 3.8797 -2.0373
C 1.8454 2.4174 -1.9429
C 1.2233 1.8705 -3.2340
O 2.9487 1.6126 -1.5937
H 2.3204 4.2090 -1.0051
H 1.3713 4.5157 -2.3444
H 3.1240 4.0563 -2.5904
H 1.1409 2.4067 -1.1112
H 0.2634 2.3130 -3.5003
H 1.1746 0.7933 -3.0747
H 1.8323 2.0827 -4.1128
H 3.4887 1.6837 -2.3842
O 2.3748 2.7301 1.0221
C 2.4119 3.7217 1.6993
N 1.3960 4.5456 1.6756
C 3.5505 4.1301 2.6096
H 0.6275 4.2412 1.0953
H 1.3387 5.4282 2.1633
H 3.5474 5.1814 2.8972
H 4.5335 3.8750 2.2136
H 3.4328 3.6312 3.5715
O 2.6204 0.3930 2.4996
C 2.5816 0.2537 3.7290
N 1.7780 0.9425 4.4824
C 3.4286 -0.7982 4.4262
H 1.2684 1.6791 4.0158
H 1.9502 0.9662 5.4774
H 3.0521 -1.8048 4.2448
H 3.7120 -0.6844 5.4726
H 4.4023 -0.7508 3.9386
O -2.9670 -0.0061 6.2001
C -3.6408 -0.6285 5.4096
N -3.2977 -0.7367 4.1463
C -4.9623 -1.1756 5.8979
H -3.7604 -1.3468 3.4877
H -2.4760 -0.2280 3.8528
H -4.8863 -1.8004 6.7879
H -5.5259 -1.7948 5.2000
H -5.6442 -0.3494 6.0995
O -0.8624 4.6350 -0.0185
C -2.0232 4.8810 0.2255
N -2.9667 3.9444 0.2862
C -2.4549 6.3377 0.4248
H -3.9036 4.1819 0.5791
H -2.6801 2.9760 0.3017
H -3.4129 6.5323 0.9068
H -2.3767 6.6829 -0.6062
H -1.7171 6.9222 0.9743
O 3.4732 -1.4623 -0.2345
C 3.5756 -2.6445 -0.0326
N 4.7531 -3.0681 0.3174
C 2.4229 -3.5665 0.1205
H 5.4621 -2.3523 0.3888
H 4.8250 -4.0235 0.6371
H 1.8142 -3.1483 0.9222
H 2.8900 -4.5101 0.4024
H 1.8513 -3.7883 -0.7807
O -5.0122 -3.4489 3.1924
C -4.1506 -4.0976 2.5618
N -3.8505 -5.2912 2.8682
C -3.6090 -3.5198 1.2271
H -4.3350 -5.5715 3.7089
H -3.6071 -5.9251 2.1205
H -3.0601 -4.3212 0.7327
H -3.0804 -2.5795 1.3840
H -4.4940 -3.2902 0.6337
```

- frontier orbital gap (alpha / beta) (eV) = 7.364 / 3.140
- LUMO energy (alpha / beta) (eV) = -3.106 / -7.329
- spin multiplicity = 2
- HOMO level (alpha / beta) (eV) = -10.5 / -10.5
- net charge = +1

# 5
The following is a quantum chemistry calculation of an isolated molecule of C4H2O2 at a distorted geometry, from OMol25.

```
8
C4H2O2 (the ωB97M-V functional and the def2-TZVPD basis)
C 2.1067 -0.8828 -0.1521
C 3.2818 -1.0167 -0.5720
C -0.3494 -0.2421 -0.1514
C 0.8505 1.6734 0.5408
O 0.6960 -0.9952 -0.2074
O -0.2806 1.0083 0.3200
H -1.3985 -0.4866 -0.6331
H 0.3999 2.8853 0.5475
```

- frontier orbital gap (alpha / beta) (eV) = 6.453 / 6.725
- LUMO energy (alpha / beta) (eV) = -2.485 / -2.280
- HOMO level (alpha / beta) (eV) = -8.9 / -9.0

# 6
The following is a quantum chemistry calculation of a cluster of 2 separate species, C3H6ClNO in total at a distorted geometry, from OMol25.

```
12
C3H6ClNO (the ωB97M-V functional and the def2-TZVPD basis)
C -1.6436 0.4112 1.8113
C -0.0480 -0.0901 -0.8351
C 0.2040 -0.9652 0.4599
N -0.8115 1.2911 1.8514
O -1.0060 -1.2459 0.8911
Cl -3.0672 -0.0809 2.5447
H -0.7505 0.7442 -0.6127
H 0.9096 0.2682 -1.1440
H -0.3268 -0.7316 -1.6264
H 0.8772 -0.3573 1.0342
H 0.7277 -1.9456 0.2782
H -0.8304 2.0762 2.4802
```

- frontier orbital gap (eV) = 8.819
- LUMO energy (eV) = -0.175
- HOMO level (eV) = -9.0